Record 1
The following is a quantum chemistry calculation of C31H37Cl4CoN4O5PS2 as an isolated structure at a distorted geometry, from the Open Molecules 2025 dataset.

The net charge is +1. For the gap between HOMO and LUMO (spin up / spin down), the calculation gives 0.28115 / 0.28107 Ha. The max |F| is 0.0454 Eh/bohr. The highest occupied orbital energy (spin up / spin down) comes out at -0.4150 / -0.4150 hartree. For the LUMO energy (spin up / spin down), the calculation gives -3.64 / -3.65 eV. The total energy is -167619.4310 eV. The molar mass is 841.51 g mol⁻¹.

Last column: Löwdin charge in e.
Element x y z (Å)
Co1 -0.99850 1.26491 -0.20213  -0.07
C1 4.47869 1.20787 -1.77640  -0.07
C2 4.03941 1.63640 -0.38275  -0.23
N1 3.19486 2.83772 -0.37522  -0.10
C3 3.88288 4.14449 -0.32078  -0.18
C4 4.01407 4.81026 -1.68236  -0.06
C5 1.87111 2.78914 -0.49382  -0.60
S1 1.15294 1.21558 -0.76455  0.91
N2 1.23785 3.96952 -0.44023  0.13
C6 -0.07520 4.05218 -0.48280  -0.41
O1 -0.88134 3.07593 -0.61399  -0.16
C7 -0.68834 5.40000 -0.38671  -0.15
C8 0.10524 6.53899 -0.26516  -0.02
C9 -0.48674 7.78811 -0.18927  -0.07
C10 -1.87124 7.90448 -0.23578  -0.06
C11 -2.66522 6.76986 -0.34515  -0.06
C12 -2.07615 5.51774 -0.41758  -0.01
H1 5.04764 0.27959 -1.71053  0.08
H2 5.11255 1.95938 -2.24610  0.07
H3 3.61383 1.03449 -2.41820  0.06
H4 4.90508 1.85638 0.23963  0.12
H5 3.48147 0.83386 0.09530  0.08
H6 4.86336 3.95950 0.11396  0.12
H7 3.32714 4.79172 0.35129  0.10
H8 4.60188 4.20329 -2.37023  0.07
H9 4.51170 5.77425 -1.57208  0.08
H10 3.03045 4.97777 -2.11979  0.07
H11 1.18120 6.43211 -0.23363  0.11
H12 0.12854 8.67314 -0.09389  0.11
H13 -2.33155 8.88319 -0.18919  0.11
H14 -3.74273 6.86262 -0.37466  0.11
H15 -2.68108 4.62483 -0.50126  0.12
Cl1 -3.13523 1.11365 0.00876  0.22
Cl2 -1.74757 -3.85276 5.47440  0.71
C13 -1.38602 -4.14702 3.80579  -0.68
C14 -2.34571 -3.89845 2.84122  -0.10
C15 -2.03372 -4.15208 1.51365  -0.01
C16 -0.78795 -4.63643 1.12406  -0.18
C17 -0.56134 -4.92920 -0.34233  -0.31
C18 0.42316 -3.95861 -1.00343  -0.04
N3 -0.20352 -2.65884 -1.20822  -0.03
C19 -1.18161 -2.36975 -2.13478  -0.01
C20 -1.55681 -1.08757 -1.90357  -0.09
N4 -0.81656 -0.59284 -0.84736  -0.12
C21 -0.02234 -1.57025 -0.45236  -0.18
O2 -0.09760 -6.24732 -0.55178  -0.11
C22 -0.99724 -7.07277 -1.30137  -0.13
C23 -1.21256 -6.54969 -2.69075  -0.32
C24 -2.31400 -5.87619 -3.12748  -0.99
Cl3 -3.74618 -5.53636 -2.23581  0.68
S2 -2.18373 -5.34884 -4.75141  1.01
C25 -0.60989 -6.01416 -4.87612  -0.39
C26 -0.22403 -6.62015 -3.72486  -0.13
C27 0.15819 -4.85829 2.12556  -0.57
Cl4 1.75486 -5.43597 1.75405  0.76
C28 -0.13106 -4.62182 3.45974  -0.13
H16 -3.32373 -3.53471 3.12553  0.12
H17 -2.78866 -3.98209 0.75318  0.12
H18 -1.52635 -4.78832 -0.83379  0.10
H19 0.72792 -4.37300 -1.96293  0.14
H20 1.30995 -3.81922 -0.38905  0.11
H21 -1.50316 -3.08878 -2.87117  0.11
H22 -2.28943 -0.48545 -2.41268  0.11
H23 0.71761 -1.50539 0.32634  0.13
H24 -1.94946 -7.17655 -0.77536  0.12
H25 -0.51219 -8.04578 -1.33575  0.14
H26 -0.06405 -5.93198 -5.80313  0.07
H27 0.73202 -7.10976 -3.59320  0.12
H28 0.61230 -4.81686 4.22031  0.11
C29 -2.88783 1.72464 3.09285  -0.09
O3 -1.51365 2.12827 2.86607  -0.25
P1 -0.46473 1.45029 1.91456  0.65
O4 0.76197 2.40362 2.12394  -0.26
C30 0.63900 3.78100 2.56470  -0.04
O5 0.04630 0.14368 2.61783  -0.22
C31 -0.68598 -1.10570 2.57707  -0.08
H29 -3.14140 2.09433 4.08179  0.10
H30 -2.98924 0.64140 3.06628  0.07
H31 -3.52595 2.16947 2.34014  0.04
H32 1.54765 4.27886 2.24621  0.09
H33 0.54888 3.79957 3.64767  0.10
H34 -0.22420 4.26501 2.11503  0.09
H35 0.01573 -1.90429 2.35632  0.08
H36 -1.47820 -1.08573 1.82804  0.07
H37 -1.11649 -1.27409 3.56172  0.09

Force components x, y, z for each atom (eV/Å):
2.2 0.0 -0.8
0.0 0.0 0.0
-0.1 0.0 -0.1
0.1 0.0 -0.1
-0.1 0.0 0.0
0.0 -0.1 0.0
0.0 0.0 0.0
0.1 0.1 0.1
0.1 0.0 0.2
0.0 -0.2 -0.2
-1.2 0.5 0.7
0.0 0.0 -0.1
0.0 0.0 0.0
0.0 0.0 0.0
0.0 0.0 0.0
0.0 0.0 0.0
-0.1 0.0 0.0
0.0 0.0 0.0
0.0 0.0 0.0
0.0 0.0 0.0
0.0 0.0 0.0
0.0 0.0 0.1
0.0 0.0 0.0
0.0 0.0 0.1
0.0 0.0 0.0
0.0 0.0 0.0
0.0 0.0 0.0
0.0 0.0 0.0
0.0 0.0 0.0
0.0 0.0 0.0
0.0 0.0 0.0
0.0 0.0 0.0
-0.3 0.0 0.0
0.0 0.0 -0.1
0.0 0.0 0.1
0.0 0.0 -0.1
0.0 0.0 0.0
-0.1 -0.1 0.0
0.0 -0.1 0.0
0.0 0.0 0.0
0.0 -0.1 0.0
0.1 0.0 0.0
-0.1 0.1 0.1
-0.6 -0.3 0.6
0.1 0.0 -0.2
0.0 0.0 0.0
0.0 0.1 0.0
0.2 0.1 0.0
-0.1 -0.1 0.1
0.0 0.0 0.0
0.0 0.1 -0.1
0.1 0.0 0.0
0.0 0.0 0.1
0.1 0.0 0.0
-0.1 0.0 0.0
0.0 0.0 0.0
0.0 0.0 0.0
0.0 0.0 0.0
0.0 0.0 -0.1
0.0 0.1 -0.1
0.0 0.0 0.0
0.0 0.0 0.0
0.0 0.0 0.1
0.0 0.0 0.0
0.0 0.0 0.0
0.0 0.0 0.0
0.0 0.0 0.0
0.0 0.0 0.0
0.0 0.0 0.0
0.0 0.1 0.2
-0.4 0.0 -0.2
-0.2 0.3 -0.3
0.0 0.2 -0.1
0.0 -0.1 0.2
0.0 -0.5 -0.3
-0.2 0.1 0.2
0.0 0.0 0.0
0.0 0.0 0.0
0.0 0.0 0.0
0.0 0.0 0.0
0.0 0.0 0.0
0.0 0.0 0.0
0.0 0.0 0.0
0.0 0.0 0.0
0.0 0.1 0.0

***

Record 2
The following is a quantum chemistry calculation of C2H5I2OP as an isolated structure at a distorted geometry, from the Open Molecules 2025 dataset.

For the gap between HOMO and LUMO (spin up / spin down), the calculation gives 0.21064 / 0.21060 Ha. The max |F| is 0.0851 Eh/bohr. The highest occupied orbital energy (spin up / spin down) comes out at -0.3026 / -0.3025 hartree. For the LUMO energy (spin up / spin down), the calculation gives -2.50 / -2.50 eV. The total energy is -29689.5501 eV. The molar mass is 329.84 g mol⁻¹. The energy above the lowest of the compared OMol25 structures with the same formula, charge and spin is 404.42 kJ/mol.

Last column: Löwdin charge in e.
Element x y z (Å)
C1 0.82334 0.99142 -0.11689  -0.13
C2 1.24096 -0.42754 0.20391  -0.55
O1 0.43470 -1.22939 0.82487  -0.17
P1 -1.89792 -0.89171 -0.72688  -0.08
I1 -3.14491 1.04212 -0.11798  0.29
I2 -3.29087 -2.55982 0.38546  0.25
H1 0.14637 0.91082 -0.99088  0.03
H2 0.39580 1.51402 0.72312  0.07
H3 1.57364 1.61355 -0.49722  0.05
H4 1.93576 -0.10439 0.96037  0.12
H5 1.78313 -0.85906 -0.64788  0.11

Force components x, y, z for each atom (eV/Å):
-2.1 -0.6 -1.2
2.2 1.7 -0.7
-4.2 -1.0 -0.2
1.1 -0.9 1.1
0.1 0.3 0.1
0.5 0.2 -0.2
-0.5 0.3 0.5
-0.6 -0.1 0.3
1.7 0.6 -0.4
1.6 -0.5 0.9
0.1 0.0 -0.1